[1]
{
  "formula": "C7H7N2O",
  "method": "ωB97M-V/def2-TZVPD",
  "elements": ["O", "N", "N", "C", "C", "C", "C", "C", "C", "C", "H", "H", "H", "H", "H", "H", "H"],
  "coordinates": [[-1.31253, 2.13367, 1.34844], [0.47815, -0.42371, 3.28596], [0.00054, 0.38887, 2.72900], [-1.11639, -0.19326, -0.46871], [-0.03028, 0.46118, 0.14594], [1.49642, -0.84603, -1.19402], [-0.88802, -1.14536, -1.43864], [1.28438, 0.11397, -0.22779], [0.41459, -1.47911, -1.79678], [-0.21598, 1.50930, 1.11184], [0.66414, 2.07964, 1.41346], [-1.72176, -1.63094, -1.92205], [2.12245, 0.61556, 0.23523], [2.50071, -1.10972, -1.48603], [-2.12489, 1.71718, 1.00240], [0.58223, -2.23766, -2.54633], [-2.13375, 0.04643, -0.19194]],
  "atomic_forces_ev_per_a": [[-0.323, 0.100, 0.107], [-0.385, 0.573, -0.285], [0.656, -1.656, 2.079], [0.302, 0.265, 0.209], [-0.050, -0.416, -0.628], [-0.017, -0.122, -0.062], [-0.090, -0.001, 0.029], [-0.411, 0.293, 0.173], [0.002, 0.162, 0.173], [0.175, 0.992, -1.788], [-0.217, -0.124, 0.075], [-0.054, -0.047, 0.000], [0.097, 0.034, 0.046], [0.094, 0.011, 0.007], [0.330, -0.003, -0.033], [0.033, -0.029, -0.072], [-0.143, -0.031, -0.031]],
  "charge": 1,
  "de_lowest_ev": 0.000
}

***

[2]
{
  "formula": "C19H43FN4O7PS",
  "method": "ωB97M-V/def2-TZVPD",
  "elements": ["S", "P", "F", "O", "O", "O", "O", "O", "O", "O", "N", "N", "N", "N", "C", "C", "C", "C", "C", "C", "C", "C", "C", "C", "C", "C", "C", "C", "C", "C", "C", "C", "C", "H", "H", "H", "H", "H", "H", "H", "H", "H", "H", "H", "H", "H", "H", "H", "H", "H", "H", "H", "H", "H", "H", "H", "H", "H", "H", "H", "H", "H", "H", "H", "H", "H", "H", "H", "H", "H", "H", "H", "H", "H", "H", "H"],
  "coordinates": [[2.83580, -2.33237, 0.55156], [1.47031, -0.95778, 0.37905], [-4.70380, -0.63071, 2.79750], [-2.04218, 4.08696, -3.56997], [-2.83566, -1.17034, 0.06250], [-0.48776, -4.62392, 3.08110], [0.29553, -7.31924, 3.99235], [4.24170, 3.24433, -1.83441], [6.56770, 1.43657, -1.66360], [0.29519, 2.29777, -3.38156], [-2.11380, -0.50556, 2.13242], [-1.05488, 0.66903, 0.53061], [0.07512, -1.26252, 1.43929], [-3.54157, -0.16922, -2.02179], [-4.61344, -0.24456, 1.46398], [-0.75573, -5.15481, 1.79046], [1.60165, -7.09792, 3.48125], [-0.93168, -0.43692, 1.35883], [5.27955, 1.15681, -1.14359], [-5.64949, 1.92089, 2.39828], [-1.12852, -5.36207, 4.12377], [-2.08178, 2.67386, -3.70982], [-0.14829, -6.27077, 4.84009], [-2.45840, 1.16427, 0.66833], [4.83613, 3.88289, -2.95626], [4.19097, 1.83262, -1.97278], [-3.09594, -0.16224, 1.10611], [-3.25813, -0.77041, -1.11681], [-5.44353, 1.01981, 1.11842], [0.96906, 3.28685, -2.62056], [7.26263, 2.41986, -0.91154], [-1.00109, 2.00957, -2.87815], [-1.44387, 4.73298, -4.68543], [1.27559, 2.87496, -1.65061], [0.34575, 4.17079, -2.46273], [3.21068, 1.50926, -1.59727], [-0.33336, 1.38179, 0.60184], [5.00904, 4.92688, -2.69686], [-1.08551, 2.30525, -1.82467], [8.14906, 2.71109, -1.47353], [-2.29754, -1.39336, 2.60451], [-0.65975, -6.73749, 5.68714], [-4.85152, 1.79553, 3.15016], [-0.09039, -4.66133, 1.07911], [-5.07855, 1.58060, 0.24237], [0.69846, -5.69849, 5.23193], [-0.48202, 4.28493, -4.94466], [0.97768, -1.03479, -0.94756], [6.64959, 3.30894, -0.74270], [-6.62491, 1.69029, 2.86103], [1.86246, 3.58538, -3.16573], [0.03144, -2.05922, 2.08431], [7.57966, 2.00407, 0.05013], [4.15722, 3.84429, -3.81487], [-1.51845, -4.63149, 4.83898], [-1.79259, -4.94219, 1.50659], [-5.66780, 2.97278, 2.06067], [-6.45652, 0.65524, 0.85358], [-2.37490, 1.95740, 1.44336], [-1.28152, 5.77776, -4.42237], [-1.97383, -5.93461, 3.73226], [5.20911, 1.45038, -0.09073], [1.70276, -6.10118, 3.04421], [4.26023, 1.53943, -3.02455], [-2.87373, 1.71827, -0.18871], [-1.99845, 2.37992, -4.75998], [-5.02924, -1.08281, 0.86755], [-1.13105, 0.92417, -2.93575], [2.34295, -7.23021, 4.27527], [5.14081, 0.07158, -1.20023], [1.78923, -7.83875, 2.70471], [-2.11588, 4.69110, -5.54790], [5.79174, 3.42649, -3.22130], [-0.57683, -6.23049, 1.74292], [2.03803, 0.33112, 0.54487], [-3.05898, 2.34299, -3.34447]],
  "atomic_forces_ev_per_a": [[-0.771, 0.686, 0.315], [2.438, -2.601, -0.753], [-0.053, 0.357, -0.385], [0.227, -0.115, -0.104], [-0.654, -0.241, -1.020], [-0.098, 0.117, -0.268], [0.096, 0.305, -0.107], [0.087, -0.105, -0.146], [-0.151, 0.217, 0.163], [-0.036, 0.168, 0.350], [0.640, -1.675, -1.425], [0.442, -0.814, 0.347], [0.422, 1.379, -0.593], [-1.207, 1.550, -3.394], [0.045, -0.127, -0.755], [0.012, 0.129, -0.063], [0.006, -0.167, 0.016], [-2.201, 1.805, 1.308], [0.027, -0.222, -0.546], [0.124, 0.281, -0.824], [0.233, 0.271, 0.328], [-0.270, 0.239, 0.438], [-0.234, -0.386, -0.095], [0.786, 1.031, 0.271], [-0.047, 0.130, 0.038], [0.115, 0.146, 0.532], [-0.428, 1.130, 0.711], [1.428, -1.413, 3.878], [-0.860, -0.247, 1.546], [-0.013, 0.014, -0.173], [0.105, -0.019, -0.025], [0.140, -0.318, -0.597], [-0.075, 0.130, 0.018], [0.038, 0.092, 0.065], [-0.020, -0.038, 0.030], [-0.027, -0.071, -0.042], [0.094, -0.288, -0.352], [-0.071, -0.048, 0.062], [-0.012, 0.136, -0.022], [-0.036, -0.100, -0.030], [0.070, 0.153, -0.049], [-0.015, 0.068, 0.022], [-0.362, 0.083, -0.362], [0.035, -0.005, 0.056], [0.137, -0.403, 0.428], [-0.031, 0.046, -0.054], [-0.025, -0.040, -0.020], [-0.650, 0.642, 0.608], [-0.017, -0.032, 0.020], [0.614, 0.098, -0.113], [-0.001, -0.107, 0.043], [0.352, 0.083, -0.219], [-0.010, 0.074, 0.039], [0.089, -0.024, -0.076], [-0.021, -0.034, 0.021], [-0.029, -0.127, -0.056], [-0.043, -0.424, 0.392], [0.651, 0.178, -0.117], [-0.889, -0.847, 0.120], [-0.074, -0.047, 0.057], [0.077, -0.038, -0.050], [-0.044, 0.092, -0.033], [0.014, 0.023, 0.040], [0.064, -0.040, 0.043], [0.466, -0.968, -0.192], [0.091, -0.035, 0.046], [0.426, 0.308, 0.381], [-0.076, 0.001, 0.024], [0.055, 0.081, -0.046], [-0.061, -0.008, 0.031], [-0.073, -0.028, 0.069], [0.082, -0.015, -0.053], [-0.035, -0.044, -0.018], [-0.022, 0.024, 0.051], [-1.005, 0.080, 0.325], [0.017, -0.084, -0.051]],
  "charge": 1
}

***

[3]
{
  "formula": "C2BrO4",
  "method": "ωB97M-V/def2-TZVPD",
  "elements": ["Br", "O", "O", "O", "O", "C", "C"],
  "coordinates": [[-0.17066, -0.36676, 1.60535], [0.37879, -1.25163, -1.16731], [-0.41048, -2.90142, 0.21419], [1.03181, 1.77210, -0.66761], [-0.88109, 2.47823, 0.37272], [-0.04768, -1.85897, -0.20187], [0.09930, 2.12844, -0.15547]],
  "atomic_forces_ev_per_a": [[0.047, 0.008, 0.372], [-0.790, -0.606, 1.882], [-0.277, -0.323, 0.469], [3.544, -0.859, -2.042], [0.298, 0.499, -0.422], [1.046, 0.607, -2.571], [-3.869, 0.673, 2.312]],
  "charge": -1,
  "de_lowest_ev": 0.212
}

***

[4]
{
  "formula": "C2H4N4O",
  "method": "ωB97M-V/def2-TZVPD",
  "elements": ["O", "N", "N", "N", "N", "C", "C", "H", "H", "H", "H"],
  "coordinates": [[1.64362, -1.28015, -1.23621], [-0.68142, 1.65491, 1.75196], [0.71501, -0.05038, 0.52983], [-0.70658, -0.60339, -1.07487], [-1.41567, 0.29698, -0.20723], [0.53775, -0.82204, -0.69871], [-0.44083, 0.77453, 0.65301], [1.49724, -0.05362, 1.18755], [-0.82579, 0.84503, 2.44565], [1.54668, -1.79260, -2.02387], [-1.32805, 2.44054, 1.55670]],
  "atomic_forces_ev_per_a": [[0.764, -0.302, 0.572], [1.269, -2.903, -0.209], [-0.845, 0.913, -1.119], [0.721, -0.579, -0.498], [4.674, 0.665, 0.839], [-3.140, 4.031, 3.672], [-1.890, -2.893, -2.014], [-0.313, 0.175, -0.741], [-0.752, 2.969, -0.217], [-0.630, -0.528, -0.843], [0.142, -1.548, 0.558]],
  "charge": 0,
  "de_lowest_ev": 2.329
}

***

In hartree, the frontier orbital gap values for the records above are, in order, 0.31986, 0.27291, 0.30765, 0.33888.
In eV, the LUMO level values for the records above are, in order, -5.530, -3.782, 3.570, 0.574.
In eV, the energy values for the records above are, in order, -12392.6738, -63522.6839, -80310.1575, -10144.8059.